[1]
Here is C13H18BiCl2N2O2P as an isolated structure in a non-equilibrium geometry from OMol25. Energies are from ωB97M-V/def2-TZVPD.

Each line ends with the Löwdin charge.
Element x y z (Å)
C1 -0.048 -4.572 -4.928  -0.072
C2 0.147 -3.860 -3.623  -0.823
H1 -1.118 -4.718 -5.122  0.097
H2 0.462 -5.541 -4.893  0.096
H3 0.401 -3.981 -5.733  0.092
O1 -0.715 -3.477 -2.858  -0.003
Cl1 1.873 -3.596 -3.256  0.619
Bi1 0.074 -0.100 -0.271  1.198
P1 0.006 1.844 -1.890  0.611
C3 -1.384 2.900 -1.792  -0.236
C4 1.484 2.780 -1.699  -0.241
H4 0.894 0.401 -3.608  0.054
H5 0.138 1.910 -4.227  0.092
H6 -0.883 0.528 -3.711  0.081
C5 0.042 1.084 -3.499  -0.217
H7 2.379 2.147 -1.748  0.051
H8 1.501 3.507 -2.532  0.089
H9 -1.260 3.650 -2.596  0.093
H10 -1.434 3.419 -0.826  0.078
H11 1.490 3.329 -0.746  0.079
H12 -2.330 2.364 -1.950  0.081
C6 -1.709 0.634 0.525  -0.235
O2 -2.748 1.011 1.083  0.137
Cl2 2.141 -0.736 -1.167  -0.031
N1 0.057 -1.923 3.323  0.189
C7 0.110 -1.618 2.064  -0.159
N2 0.227 -0.231 1.950  -0.125
C8 0.136 0.354 3.226  -0.219
C9 0.065 1.659 3.655  0.002
C10 0.014 1.823 5.036  -0.032
C11 -0.017 0.725 5.900  -0.030
C12 -0.008 -0.574 5.435  0.014
C13 0.089 -0.724 4.093  -0.164
H13 -0.026 -2.872 3.682  0.201
H14 0.055 -2.277 1.239  0.106
H15 0.051 2.520 2.973  0.127
H16 -0.023 2.827 5.478  0.132
H17 -0.064 0.856 6.983  0.132
H18 -0.070 -1.471 6.030  0.136

As for the highest occupied orbital energy: -15.319 eV. The LUMO energy comes out at -8.618 eV. Its multiplicity is 1. Its charge is +2. As for the total energy: -61003.9584 eV.

***

[2]
Here is a 6-piece molecular cluster, C26H52FN4O16 overall in a non-equilibrium geometry from OMol25. Energies are from ωB97M-V/def2-TZVPD.

Each line ends with the Löwdin charge.
Element x y z (Å)
C1 3.567 1.768 1.371  0.197
C2 3.224 3.033 0.805  -0.028
N1 2.729 4.443 0.570  -0.069
C3 1.379 4.527 -0.137  -0.202
C4 0.195 3.629 0.555  -0.128
C5 -1.050 3.544 -0.557  -0.143
C6 -0.646 2.458 -1.762  -0.107
F1 -0.414 1.095 -1.177  -0.159
C7 0.940 6.127 -0.070  -0.104
O1 1.800 6.849 -1.027  -0.164
C8 3.176 6.772 -0.512  -0.126
C9 3.713 5.199 -0.326  -0.211
C10 5.228 5.314 0.284  -0.069
C11 6.349 4.357 -0.430  -0.595
N2 6.514 3.103 0.405  0.027
N3 7.689 5.114 -0.309  0.028
N4 6.147 4.116 -1.909  0.043
H1 3.767 0.740 1.943  0.118
H2 2.674 5.003 1.472  0.207
H3 1.482 4.266 -1.274  0.168
H4 0.483 2.514 0.782  0.115
H5 -0.257 4.081 1.536  0.132
H6 -1.275 4.600 -1.055  0.122
H7 -2.044 3.096 -0.077  0.137
H8 -1.526 2.345 -2.561  0.145
H9 0.314 2.768 -2.354  0.114
H10 1.211 6.551 1.004  0.149
H11 -0.209 6.307 -0.212  0.153
H12 3.918 7.242 -1.320  0.173
H13 3.335 7.350 0.520  0.157
H14 3.632 4.712 -1.386  0.163
H15 5.561 6.456 0.288  0.132
H16 5.152 5.009 1.434  0.143
H17 7.547 2.931 0.510  0.090
H18 6.066 2.302 -0.091  0.061
H19 7.615 5.750 0.533  0.081
H20 7.650 5.778 -1.140  0.094
H21 6.938 3.550 -2.315  0.105
H22 5.321 3.446 -1.956  0.078
C12 -0.187 -1.269 0.006  -0.050
O2 0.388 -2.317 -0.773  0.009
C13 -0.452 -3.354 -1.019  -0.523
O3 -1.609 -3.446 -0.639  0.096
O4 0.218 -4.270 -1.763  -0.067
C14 -0.548 -5.425 -2.101  -0.027
H23 0.573 -0.494 0.142  0.079
H24 -1.042 -0.826 -0.514  0.086
H25 -0.481 -1.639 0.994  0.093
H26 -1.418 -5.148 -2.705  0.105
H27 -0.857 -5.961 -1.198  0.105
H28 0.086 -6.089 -2.695  0.100
C15 -8.690 -4.087 -0.456  -0.045
O5 -7.723 -3.094 -0.121  -0.022
C16 -6.442 -3.449 -0.390  -0.551
O6 -6.078 -4.508 -0.876  0.117
O7 -5.635 -2.421 -0.025  -0.029
C17 -4.246 -2.655 -0.253  -0.060
H29 -9.679 -3.697 -0.199  0.096
H30 -8.672 -4.296 -1.531  0.100
H31 -8.520 -5.002 0.121  0.101
H32 -4.050 -2.807 -1.319  0.100
H33 -3.899 -3.513 0.332  0.077
H34 -3.696 -1.769 0.075  0.094
C18 -7.523 -0.479 1.840  -0.047
O8 -7.199 0.550 2.774  -0.004
C19 -6.275 1.438 2.328  -0.558
O9 -5.729 1.418 1.236  0.100
O10 -6.064 2.353 3.308  -0.008
C20 -5.107 3.358 2.976  -0.060
H35 -8.270 -1.131 2.301  0.100
H36 -7.954 -0.051 0.929  0.106
H37 -6.638 -1.080 1.606  0.078
H38 -5.442 3.939 2.111  0.097
H39 -4.126 2.910 2.787  0.089
H40 -5.018 4.034 3.831  0.094
C21 2.886 -4.507 -2.437  -0.052
O11 3.550 -5.316 -3.407  -0.005
C22 3.920 -4.650 -4.530  -0.559
O12 3.732 -3.464 -4.755  0.103
O13 4.535 -5.531 -5.358  -0.009
C23 4.982 -4.966 -6.589  -0.052
H41 2.636 -5.142 -1.583  0.100
H42 3.543 -3.704 -2.089  0.102
H43 1.956 -4.099 -2.847  0.086
H44 5.722 -4.180 -6.407  0.097
H45 4.135 -4.576 -7.164  0.099
H46 5.458 -5.759 -7.172  0.096
C24 0.942 -4.535 6.126  -0.051
O14 -0.321 -4.779 5.509  -0.005
C25 -0.574 -4.000 4.427  -0.557
O15 0.170 -3.147 3.969  0.095
O16 -1.797 -4.335 3.944  0.000
C26 -2.198 -3.590 2.796  -0.050
H47 1.038 -5.213 6.978  0.097
H48 1.759 -4.743 5.427  0.098
H49 0.999 -3.506 6.495  0.097
H50 -1.507 -3.760 1.964  0.082
H51 -2.267 -2.523 3.033  0.102
H52 -3.190 -3.940 2.496  0.092

As for the highest occupied orbital energy: -12.172 eV. The LUMO energy comes out at -3.781 eV. Its multiplicity is 1. Its charge is +1. As for the total energy: -69227.0846 eV.

***

[3]
Here is one molecule with the formula C3H3FN2 in a non-equilibrium geometry from OMol25. Energies are from ωB97M-V/def2-TZVPD.

Each line ends with the Löwdin charge.
Element x y z (Å)
C1 0.271 0.487 0.507  -0.372
C2 0.907 -0.546 -0.335  -0.084
C3 -1.053 0.359 -0.130  -0.089
H1 0.292 -0.102 1.435  0.178
H2 1.943 -0.843 -0.181  0.116
H3 -1.828 1.070 -0.185  0.103
N1 0.013 -1.363 -0.903  0.032
N2 -1.276 -0.779 -0.733  0.039
F1 0.731 1.717 0.526  0.077

The energy above the lowest of the compared OMol25 structures with the same formula, charge and spin comes out at 63.74 kcal/mol. Its SMILES is FC1C=NN=C1. As for the highest occupied orbital energy: -10.088 eV. The LUMO energy comes out at -0.315 eV. Its multiplicity is 1. As for the total energy: -8854.3146 eV.

***

[4]
Here is C6H5BeO6 as an isolated structure in a non-equilibrium geometry from OMol25. Energies are from ωB97M-V/def2-TZVPD.

Each line ends with the Löwdin charge.
Element x y z (Å)
O1 0.860 0.027 -5.399  0.084
C1 0.698 0.025 -4.280  0.029
Be1 0.052 -0.007 -0.453  -0.323
O2 2.591 0.009 -1.674  0.264
C2 1.498 0.005 -1.356  0.014
C3 -1.735 -0.001 -0.096  -0.143
O3 -2.569 0.035 0.730  0.175
C4 -0.044 -1.721 -0.427  0.025
O4 -0.138 -2.861 -0.287  0.254
C5 -0.093 1.709 -0.441  0.022
O5 -0.220 2.848 -0.376  0.263
H1 -1.342 -0.039 -1.631  0.182
C6 0.195 -0.560 2.910  -0.097
O6 0.947 0.116 1.850  -0.175
H2 0.899 -0.759 3.752  0.098
H3 -0.208 -1.553 2.566  0.095
H4 -0.624 0.094 3.305  0.100
H5 1.260 0.977 2.263  0.133

The energy above the lowest of the compared OMol25 structures with the same formula, charge and spin comes out at 58.45 kcal/mol. As for the highest occupied orbital energy: -12.798 eV. The LUMO energy comes out at -5.808 eV. Its multiplicity is 1. Its charge is +1. As for the total energy: -18977.7366 eV.

***

[5]
Here is C32H45AgAsO2Sb as an isolated structure from OMol25. Energies are from ωB97M-V/def2-TZVPD.

Each line ends with the Löwdin charge.
Element x y z (Å)
Ag1 -0.067 0.034 -0.456  0.436
C1 4.020 -0.937 -0.893  -0.018
C2 2.592 -0.463 -0.675  -0.778
O1 1.952 -0.938 0.301  -0.143
O2 2.102 0.370 -1.487  -0.143
H1 4.170 -1.889 -0.388  0.070
H2 4.710 -0.202 -0.478  0.077
H3 4.221 -1.035 -1.959  0.072
C3 0.462 -4.381 0.356  -0.128
C4 -1.053 -4.180 0.333  -0.697
C5 -1.749 -5.449 -0.142  -0.107
C6 -1.542 -3.805 1.730  -0.135
Sb1 -1.390 -2.381 -0.937  1.593
C7 -0.614 -2.916 -2.954  -0.696
C8 -0.930 -4.347 -3.376  -0.115
C9 0.897 -2.704 -2.855  -0.131
C10 -1.180 -1.928 -3.970  -0.127
C11 -3.607 -2.121 -1.065  -0.699
C12 -4.390 -3.424 -1.157  -0.116
C13 -3.917 -1.231 -2.264  -0.129
C14 -3.973 -1.362 0.208  -0.144
H4 0.724 -5.107 1.134  0.088
H5 0.995 -3.450 0.568  0.064
H6 0.820 -4.777 -0.596  0.064
H7 -1.501 -6.269 0.542  0.090
H8 -1.429 -5.742 -1.140  0.055
H9 -2.833 -5.343 -0.149  0.053
H10 -1.273 -4.597 2.437  0.086
H11 -2.629 -3.694 1.758  0.059
H12 -1.085 -2.876 2.078  0.077
H13 -0.403 -5.069 -2.751  0.060
H14 -0.600 -4.506 -4.409  0.087
H15 -2.001 -4.558 -3.329  0.071
H16 1.356 -3.334 -2.091  0.063
H17 1.136 -1.664 -2.620  0.051
H18 1.363 -2.946 -3.817  0.092
H19 -2.213 -2.158 -4.229  0.062
H20 -0.587 -1.979 -4.890  0.091
H21 -1.132 -0.898 -3.606  0.054
H22 -4.032 -4.061 -1.968  0.071
H23 -5.449 -3.209 -1.345  0.087
H24 -4.335 -3.986 -0.223  0.062
H25 -3.885 -1.785 -3.202  0.066
H26 -3.223 -0.391 -2.331  0.049
H27 -4.927 -0.817 -2.160  0.091
H28 -3.717 -1.918 1.113  0.061
H29 -5.052 -1.167 0.227  0.092
H30 -3.462 -0.399 0.242  0.034
C15 1.335 6.233 -0.758  -0.089
C16 0.116 6.220 -0.098  -0.084
C17 -0.671 5.076 -0.110  -0.105
C18 -0.245 3.942 -0.792  -0.361
C19 1.003 3.944 -1.412  -0.110
C20 1.782 5.090 -1.406  -0.078
As1 -1.269 2.285 -0.814  1.305
C21 -2.870 2.797 0.164  -0.398
C22 -3.204 2.062 1.297  -0.134
C23 -4.332 2.379 2.039  -0.078
C24 -5.131 3.446 1.657  -0.080
C25 -4.794 4.200 0.541  -0.076
C26 -3.667 3.881 -0.200  -0.141
C27 -1.849 2.245 -2.683  -0.372
C28 -0.862 1.991 -3.636  -0.128
C29 -1.185 1.901 -4.980  -0.083
C30 -2.503 2.037 -5.390  -0.085
C31 -3.497 2.242 -4.445  -0.083
C32 -3.173 2.341 -3.099  -0.120
H31 1.942 7.129 -0.755  0.102
H32 -0.222 7.099 0.436  0.103
H33 -1.617 5.074 0.414  0.084
H34 1.386 3.037 -1.864  0.081
H35 2.750 5.086 -1.890  0.106
H36 -2.569 1.234 1.596  0.085
H37 -4.590 1.794 2.912  0.106
H38 -6.011 3.698 2.235  0.104
H39 -5.409 5.042 0.249  0.106
H40 -3.393 4.486 -1.056  0.111
H41 0.164 1.838 -3.319  0.088
H42 -0.409 1.702 -5.709  0.108
H43 -2.756 1.973 -6.440  0.102
H44 -4.532 2.315 -4.754  0.104
H45 -3.966 2.465 -2.375  0.090

The energy above the lowest of the compared OMol25 structures with the same formula, charge and spin comes out at 12.41 kcal/mol. As for the highest occupied orbital energy: -7.745 eV. The LUMO energy comes out at 0.627 eV. Its multiplicity is 1. As for the total energy: -109384.8839 eV.

***

[6]
Here is an isolated ion of composition C5H10NS and charge +1 in a non-equilibrium geometry from OMol25. Energies are from ωB97M-V/def2-TZVPD.

Each line ends with the Löwdin charge.
Element x y z (Å)
C1 -0.073 1.409 0.098  -0.244
C2 -1.476 1.208 -0.041  -0.367
C3 0.556 0.226 0.021  -0.125
C4 -3.155 -0.918 -0.375  -0.312
C5 2.757 -0.927 0.050  -0.048
N1 1.993 0.276 0.427  -0.072
S1 -1.865 -0.233 0.711  1.049
H1 0.362 2.387 0.176  0.113
H2 -2.244 1.939 -0.375  0.116
H3 -3.195 -1.919 0.080  0.039
H4 -3.116 -1.151 -1.452  0.078
H5 -4.053 -0.391 -0.068  0.045
H6 2.328 -1.323 -0.819  0.061
H7 3.795 -0.452 -0.221  0.136
H8 2.805 -1.840 0.724  0.126
H9 2.391 0.999 -0.297  0.210
H10 2.190 0.709 1.361  0.194

The energy above the lowest of the compared OMol25 structures with the same formula, charge and spin comes out at 124.24 kcal/mol. As for the highest occupied orbital energy: -12.479 eV. The LUMO energy comes out at -4.876 eV. Its multiplicity is 1. Its charge is +1. As for the total energy: -17660.9349 eV.

***

[7]
Here is C5H10InO3 as an isolated structure in a non-equilibrium geometry from OMol25. Energies are from ωB97M-V/def2-TZVPD.

Each line ends with the Löwdin charge.
Element x y z (Å)
O1 1.029 0.862 1.153  -0.282
C1 0.218 1.311 2.201  -0.323
C2 -0.871 0.277 2.541  -0.310
O2 -1.567 -0.159 1.413  -0.259
C3 1.602 -0.275 -1.062  0.248
C4 0.877 -0.642 -2.252  -0.249
O3 -0.514 -0.611 -1.943  -0.284
C5 -1.410 -0.789 -3.028  -0.004
In1 -0.324 -0.075 0.015  1.090
H1 -0.269 2.280 1.958  0.124
H2 0.822 1.491 3.113  0.135
H3 -1.548 0.727 3.298  0.140
H4 -0.365 -0.585 3.033  0.128
H5 2.672 -0.103 -1.248  0.115
H6 1.186 -1.617 -2.680  0.186
H7 -2.420 -0.820 -2.609  0.121
H8 -1.323 0.054 -3.728  0.120
H9 -1.191 -1.730 -3.552  0.120
H10 1.126 0.123 -3.024  0.183

The energy above the lowest of the compared OMol25 structures with the same formula, charge and spin comes out at 0.00 kcal/mol. As for the highest occupied orbital energy (alpha / beta): -12.955 / -12.956 eV. The LUMO energy (alpha / beta) comes out at -6.760 / -6.758 eV. Its multiplicity is 1. Its charge is +1. As for the total energy: -16650.2958 eV.

***

[8]
Here is one molecule with the formula C2H3Br2FO in a non-equilibrium geometry from OMol25. Energies are from ωB97M-V/def2-TZVPD.

Each line ends with the Löwdin charge.
Element x y z (Å)
C1 0.620 -0.096 0.141  -0.608
C2 -0.641 -0.061 -0.560  -0.900
O1 -1.145 1.132 -0.829  0.068
F1 -0.864 -0.830 -1.603  0.061
Br1 2.229 0.498 -0.830  0.655
Br2 -1.930 -1.101 0.955  0.454
H1 0.677 -1.154 0.511  0.072
H2 0.477 0.472 1.014  0.052
H3 -1.607 1.087 -1.678  0.146

The energy above the lowest of the compared OMol25 structures with the same formula, charge and spin comes out at 15.17 kcal/mol. Its SMILES is O[C@](F)(Br)CBr. As for the highest occupied orbital energy: -10.222 eV. The LUMO energy comes out at -0.372 eV. Its multiplicity is 1. As for the total energy: -146972.1000 eV.